Entry 1:
Here is a structure of composition C47H34F10N7O6Tl at a distorted geometry from the Open Molecules 2025 dataset. Energies are from ωB97M-V/def2-TZVPD.

Results
Total energy ... -103869.354 eV
F_max ... 1.17 eV/Å
Frontier orbital gap ... 6.64 eV

Last column: Mulliken charge in e.
Element x y z (Å)
Tl 0.54 0.25 0.02  2.12
C 3.84 2.07 3.02  -0.88
O 2.62 1.71 3.72  -0.41
C 1.76 1.32 2.77  0.27
N 2.16 1.25 1.58  0.65
C 3.61 1.59 1.57  0.39
C 4.10 2.57 0.53  -0.34
C 5.21 3.37 0.82  -0.66
C 5.75 4.21 -0.15  -0.88
C 5.21 4.25 -1.42  -0.76
C 4.11 3.46 -1.72  -0.87
C 3.56 2.62 -0.76  1.10
C 0.40 1.01 3.24  -0.28
C 0.12 0.98 4.60  -0.68
C -1.17 0.69 5.00  -1.33
C -2.13 0.48 4.03  -1.10
C -1.76 0.53 2.69  -0.36
N -0.51 0.77 2.31  1.45
C -2.80 0.27 1.66  -0.15
N -2.62 0.18 0.41  0.98
C -3.89 -0.36 -0.13  0.63
C -4.88 -0.22 1.04  -0.78
O -4.02 0.02 2.18  -0.48
C -4.42 0.23 -1.40  -0.75
C -3.74 1.23 -2.09  0.98
C -4.25 1.73 -3.28  -0.70
C -5.45 1.24 -3.79  -0.88
C -6.13 0.24 -3.10  -0.72
C -5.61 -0.26 -1.91  -0.28
H 4.67 1.58 3.51  0.31
H 3.95 3.15 3.09  0.39
H 4.12 0.65 1.40  0.30
H 5.66 3.33 1.80  0.45
H 6.61 4.82 0.10  0.38
H 5.64 4.90 -2.18  0.41
H 3.70 3.49 -2.72  0.42
H 2.71 2.00 -0.99  -0.20
H 0.91 1.17 5.31  0.66
H -1.43 0.65 6.05  0.48
H -3.16 0.27 4.29  0.69
H -3.70 -1.41 -0.32  -0.28
H -5.48 -1.11 1.24  0.35
H -5.54 0.64 0.91  0.37
H -2.81 1.60 -1.66  0.12
H -3.72 2.51 -3.81  0.49
H -5.85 1.63 -4.71  0.41
H -7.06 -0.15 -3.49  0.41
H -6.14 -1.06 -1.39  0.42
C 1.92 -0.18 -2.96  -1.03
N 0.52 0.05 -2.53  0.91
C -0.03 1.26 -3.09  -0.88
C 0.35 2.47 -2.27  -0.47
N 0.09 2.39 -0.84  -0.28
C -1.01 3.03 -0.30  0.38
C -1.01 3.41 1.05  -0.03
F 0.16 3.40 1.72  -0.58
C -2.12 3.86 1.73  0.48
F -2.05 4.12 3.03  -0.45
C -3.31 4.05 1.05  0.76
F -4.41 4.42 1.70  -0.37
C -3.30 3.89 -0.31  0.36
F -4.41 4.15 -1.01  -0.43
C -2.18 3.43 -0.97  0.17
F -2.25 3.35 -2.31  -0.42
C -0.32 -1.12 -2.76  -1.33
C 0.04 -2.25 -1.83  -0.73
N -0.11 -1.90 -0.43  0.57
C -0.88 -2.59 0.45  0.80
C -0.57 -2.54 1.83  0.00
F 0.53 -1.85 2.20  -0.48
C -1.29 -3.17 2.82  0.09
F -0.94 -3.01 4.09  -0.39
C -2.34 -3.99 2.49  0.68
F -3.04 -4.62 3.43  -0.36
C -2.64 -4.15 1.15  0.22
F -3.65 -4.94 0.80  -0.37
C -1.95 -3.46 0.18  -0.19
F -2.38 -3.62 -1.09  -0.56
H 1.94 -0.61 -3.97  0.35
H 2.44 -0.83 -2.27  0.05
H 2.45 0.78 -2.98  0.37
H -1.11 1.18 -3.15  0.20
H 0.35 1.42 -4.11  0.39
H -0.16 3.33 -2.71  0.82
H 1.42 2.65 -2.39  -0.31
H -0.22 -1.46 -3.80  0.42
H -1.36 -0.85 -2.59  0.11
H 1.08 -2.54 -2.00  0.12
H -0.58 -3.10 -2.10  0.75
O 4.24 -1.29 1.29  -0.84
C 3.44 -1.74 0.46  0.00
O 2.47 -1.15 -0.15  -0.29
C 3.61 -3.20 0.07  -0.05
C 4.88 -3.73 -0.13  -0.77
C 5.03 -5.07 -0.47  -0.60
C 3.93 -5.90 -0.58  -0.61
C 2.68 -5.35 -0.36  -0.30
C 2.50 -4.02 -0.05  0.86
N 1.49 -6.23 -0.47  1.01
O 0.39 -5.72 -0.34  -0.60
O 1.66 -7.42 -0.69  -0.65
H 5.74 -3.08 -0.01  0.49
H 6.03 -5.47 -0.65  0.40
H 4.02 -6.94 -0.83  0.50
H 1.50 -3.61 0.08  0.26

Entry 2:
Here is a structure of composition C47H34HfN5O at a distorted geometry from the Open Molecules 2025 dataset. Energies are from ωB97M-V/def2-TZVPD.

Results
Relative energy (zero: lowest compared OMol25 entry of this formula, charge and spin) ... 0.0 kcal/mol
Total energy ... -60095.644 eV
Charge ... +1
F_max ... 1.05 eV/Å
Frontier orbital gap ... 5.81 eV

Last column: Mulliken charge in e.
Element x y z (Å)
Hf 0.23 -0.04 -0.07  0.44
C 2.46 3.62 -6.35  -0.42
C 2.60 2.27 -6.06  -0.86
C 2.05 1.74 -4.90  -0.13
C 1.35 2.57 -4.01  -0.48
C 1.20 3.92 -4.32  -0.15
C 1.75 4.44 -5.48  -0.86
C 0.76 1.98 -2.78  1.58
C 1.17 2.49 -1.54  0.80
C 2.07 3.58 -1.32  -1.42
C 2.13 3.79 0.02  -1.20
C 1.31 2.80 0.66  -0.01
N 0.72 2.02 -0.31  -0.48
C 1.27 2.59 2.05  1.83
C 0.77 1.44 2.66  0.40
C 0.97 1.08 4.04  -1.32
C 0.55 -0.20 4.19  -1.40
C -0.01 -0.63 2.94  0.72
C -0.70 -1.82 2.69  1.60
C -0.71 -2.89 3.73  -0.68
C -1.25 -2.69 4.99  -0.04
C -1.25 -3.71 5.93  -0.90
C -0.71 -4.95 5.61  -0.46
C -0.18 -5.16 4.35  -0.85
C -0.18 -4.14 3.41  0.01
C -1.49 -2.03 1.54  0.60
N -1.50 -1.22 0.44  -0.06
C -2.48 -1.69 -0.41  0.39
C -2.69 -1.29 -1.73  1.76
C -3.82 -1.94 -2.46  -0.62
C -3.59 -2.92 -3.42  0.11
C -4.66 -3.51 -4.08  -0.89
C -5.96 -3.13 -3.79  -0.38
C -6.20 -2.15 -2.83  -0.84
C -5.13 -1.56 -2.16  0.08
C -1.87 -0.40 -2.44  0.68
C -1.95 -0.13 -3.84  -1.61
C -0.93 0.71 -4.15  -1.50
C -0.24 1.01 -2.94  0.44
N -0.83 0.32 -1.91  0.08
C -3.15 -2.79 0.23  -1.45
C -2.52 -3.01 1.42  -1.73
N 0.14 0.39 2.02  -0.26
C 1.92 3.62 2.91  -0.42
C 1.34 4.88 3.02  -0.01
C 1.93 5.86 3.80  -0.83
C 3.11 5.60 4.48  -0.42
C 3.70 4.35 4.36  -0.89
C 3.11 3.36 3.58  -0.01
H 2.88 4.03 -7.25  0.41
H 3.14 1.62 -6.74  0.41
H 2.16 0.69 -4.67  0.47
H 0.64 4.56 -3.65  0.54
H 1.63 5.49 -5.70  0.39
H 2.60 4.11 -2.09  0.60
H 2.72 4.54 0.54  0.51
H 1.40 1.72 4.80  0.61
H 0.59 -0.80 5.09  0.63
H -1.70 -1.73 5.24  0.58
H -1.69 -3.54 6.91  0.40
H -0.71 -5.75 6.34  0.40
H 0.24 -6.13 4.09  0.41
H 0.22 -4.31 2.42  0.39
H -2.57 -3.22 -3.64  0.49
H -4.47 -4.27 -4.83  0.40
H -6.79 -3.59 -4.31  0.40
H -7.21 -1.85 -2.60  0.41
H -5.31 -0.80 -1.42  0.47
H -2.70 -0.53 -4.51  0.54
H -0.70 1.13 -5.12  0.53
H -3.99 -3.32 -0.18  0.51
H -2.76 -3.76 2.15  0.53
H 0.41 5.09 2.49  0.48
H 1.46 6.84 3.89  0.40
H 3.57 6.36 5.09  0.40
H 4.63 4.14 4.88  0.40
H 3.58 2.39 3.49  0.50
N 1.78 -3.99 -0.97  -0.40
C 1.57 -2.73 -0.62  0.64
O 0.61 -2.09 -1.10  -0.63
C 2.50 -2.07 0.36  -0.71
C 2.40 -0.55 0.17  -1.29
H 1.16 -4.45 -1.62  0.24
H 2.57 -4.50 -0.61  0.22
H 3.50 -2.48 0.26  0.59
H 2.15 -2.35 1.36  0.21
H 2.96 -0.28 -0.74  0.55
H 2.91 -0.04 0.99  0.41

Entry 3:
Here is a structure of composition C47H35AsBrClMoN3O6 at a distorted geometry from the Open Molecules 2025 dataset. Energies are from ωB97M-V/def2-TZVPD.

Results
Relative energy (zero: lowest compared OMol25 entry of this formula, charge and spin) ... 0.0 kcal/mol
Total energy ... -211317.974 eV
Charge ... +1
F_max ... 3.16 eV/Å
Frontier orbital gap (spin up / spin down) ... 6.51 / 6.51 eV

Last column: Mulliken charge in e.
Element x y z (Å)
Mo -0.02 0.38 -0.06  -0.04
Br -4.35 -0.82 -6.11  -0.15
C -3.42 -0.35 -4.53  -0.33
C -4.12 0.28 -3.49  -0.84
C -3.47 0.62 -2.33  -1.12
C -2.11 0.30 -2.16  0.47
O -1.44 0.53 -1.07  1.68
C -1.40 -0.38 -3.21  0.10
C -0.08 -0.79 -3.01  -0.56
N 0.59 -0.74 -1.85  0.63
C 1.86 -1.29 -1.86  -0.15
C 2.36 -2.25 -2.74  -0.30
C 3.72 -2.55 -2.75  -1.48
C 4.60 -1.89 -1.93  -0.75
C 4.12 -0.96 -0.99  1.17
C 4.97 -0.22 -0.13  -1.07
C 4.39 0.66 0.74  -1.19
C 3.00 0.79 0.80  -0.40
N 2.17 0.11 0.01  1.01
C 2.73 -0.72 -0.91  0.47
C -2.09 -0.66 -4.41  -1.05
H -5.17 0.51 -3.62  0.53
H -3.98 1.11 -1.52  0.56
H 0.42 -1.23 -3.87  0.54
H 1.70 -2.78 -3.41  0.61
H 4.08 -3.30 -3.44  0.41
H 5.66 -2.08 -1.98  0.50
H 6.03 -0.37 -0.18  0.53
H 4.98 1.27 1.41  0.51
H 2.59 1.48 1.52  0.55
H -1.56 -1.15 -5.21  0.61
O 1.55 2.45 2.86  -0.65
C 0.52 2.12 2.30  -0.95
O 0.36 0.97 1.71  0.86
C -0.72 2.99 2.31  0.16
C -1.95 2.08 2.50  -0.48
C -3.19 2.93 2.82  -1.00
C -3.49 3.53 1.43  -1.06
C -2.36 2.91 0.58  -0.40
O -2.19 1.62 1.17  0.02
C -1.03 3.63 0.93  0.23
C 0.06 3.48 -0.16  -0.01
O 0.45 4.47 -0.72  -0.70
O 0.49 2.29 -0.45  -0.98
H -0.61 3.75 3.09  0.71
H -1.78 1.23 3.17  0.63
H -4.01 2.29 3.16  0.35
H -3.00 3.67 3.58  0.44
H -4.46 3.19 1.06  0.33
H -3.48 4.61 1.42  0.46
H -2.56 2.84 -0.48  0.69
H -1.17 4.71 1.02  0.59
C 0.59 -2.82 6.98  -0.55
C 1.30 -1.79 6.37  -0.83
C 1.10 -1.52 5.03  -0.47
C 0.21 -2.29 4.28  0.89
C -0.50 -3.31 4.90  -0.17
C -0.31 -3.57 6.24  -0.84
As -0.02 -1.88 2.34  1.45
C 1.68 -2.60 1.73  0.29
C 2.94 -2.11 2.02  -0.47
C 4.05 -2.72 1.47  -0.87
C 3.90 -3.80 0.60  -1.12
C 2.64 -4.30 0.33  -0.43
C 1.52 -3.72 0.91  0.79
C 0.15 -4.24 0.85  -0.08
C -0.30 -5.33 0.11  -0.47
C -1.61 -5.74 0.20  -0.97
C -2.49 -5.09 1.06  -1.24
C -2.06 -4.00 1.79  -0.12
C -0.76 -3.56 1.68  -0.44
H 0.74 -3.02 8.03  0.39
H 2.00 -1.21 6.94  0.43
H 1.63 -0.70 4.56  0.28
H -1.20 -3.90 4.32  0.29
H -0.87 -4.36 6.72  0.43
H 3.05 -1.27 2.69  0.37
H 5.04 -2.36 1.71  0.54
H 4.77 -4.25 0.16  0.46
H 2.52 -5.16 -0.32  0.45
H 0.38 -5.85 -0.55  0.45
H -1.95 -6.58 -0.39  0.44
H -3.52 -5.42 1.14  0.45
H -2.76 -3.48 2.44  0.60
Cl -5.35 -0.93 0.91  -0.21
C -4.03 -1.61 0.07  -0.50
C -4.22 -2.44 -1.03  -0.65
C -3.09 -2.96 -1.65  -1.61
C -1.83 -2.59 -1.19  -0.51
N -1.65 -1.78 -0.16  2.33
C -2.73 -1.33 0.48  -0.61
H -5.21 -2.68 -1.37  0.56
H -3.18 -3.63 -2.49  0.54
H -0.94 -2.99 -1.65  0.66
H -2.56 -0.72 1.36  0.36

Entry 4:
Here is a structure of composition C47H37AsClN4OS2Ti from the Open Molecules 2025 dataset. Energies are from ωB97M-V/def2-TZVPD.

Results
Relative energy (zero: lowest compared OMol25 entry of this formula, charge and spin) ... 1.6 kcal/mol
Total energy ... -175493.248 eV
Charge ... +1
F_max ... 0.70 eV/Å
Frontier orbital gap ... 7.07 eV

Last column: Mulliken charge in e.
Element x y z (Å)
Ti -0.03 0.67 -0.77  -0.95
Cl 5.76 -3.90 -1.79  -0.19
C 4.55 -2.68 -1.55  -0.25
C 4.92 -1.34 -1.50  -0.69
C 3.96 -0.36 -1.28  -0.97
C 2.63 -0.73 -1.10  -0.33
O 1.71 0.18 -0.83  0.66
C 2.26 -2.08 -1.19  1.59
C 0.87 -2.47 -1.14  -0.88
N -0.11 -1.65 -1.21  1.44
C -1.41 -2.19 -1.41  -0.14
C -1.69 -3.41 -1.98  -0.56
C -3.02 -3.86 -2.07  -0.98
C -4.05 -3.11 -1.58  -0.98
C -3.79 -1.84 -1.02  0.99
C -4.79 -1.02 -0.45  -1.11
C -4.44 0.17 0.12  -1.37
C -3.10 0.59 0.04  0.06
N -2.14 -0.11 -0.52  1.03
C -2.47 -1.36 -0.99  -0.70
C 3.23 -3.06 -1.41  -1.25
H 5.96 -1.07 -1.63  0.49
H 4.23 0.68 -1.22  0.59
H 0.68 -3.54 -1.12  0.44
H -0.89 -4.03 -2.37  0.66
H -3.22 -4.82 -2.52  0.42
H -5.07 -3.46 -1.62  0.46
H -5.82 -1.37 -0.44  0.46
H -5.17 0.81 0.60  0.60
H -2.83 1.54 0.46  0.31
H 2.95 -4.10 -1.47  0.49
S 0.25 1.54 3.82  -0.45
C -0.62 0.04 3.78  1.01
C -1.12 -0.69 4.85  -0.80
C -1.75 -1.88 4.57  -0.66
C -1.87 -2.34 3.25  -1.06
C -1.37 -1.62 2.20  0.57
C -0.74 -0.40 2.46  -1.97
N -0.17 0.46 1.52  2.16
C 0.39 1.49 2.11  0.44
C 1.02 2.56 1.33  0.58
C 1.73 3.59 1.93  -0.85
C 2.31 4.56 1.13  -1.05
C 2.17 4.48 -0.26  -0.92
C 1.45 3.44 -0.84  -0.91
C 0.85 2.47 -0.05  1.22
H -1.00 -0.34 5.86  0.47
H -2.16 -2.47 5.38  0.44
H -2.35 -3.29 3.06  0.48
H -1.41 -2.01 1.19  0.37
H 1.85 3.65 3.00  0.42
H 2.87 5.37 1.57  0.43
H 2.62 5.23 -0.89  0.47
H 1.36 3.41 -1.92  0.50
C 0.72 0.35 -5.05  -1.07
C 0.13 1.48 -5.61  -1.00
C -0.64 2.30 -4.81  -1.10
C -0.83 2.01 -3.46  1.45
C -0.20 0.91 -2.86  1.28
C 0.56 0.09 -3.70  -0.31
C -1.70 2.88 -2.63  1.15
C -2.62 3.77 -3.25  -1.25
C -3.38 4.60 -2.49  -1.41
C -3.22 4.58 -1.08  0.70
C -3.94 5.45 -0.23  -0.77
C -3.75 5.42 1.12  -0.81
C -2.83 4.51 1.67  -1.04
C -2.13 3.65 0.87  0.18
C -2.31 3.66 -0.54  -0.38
N -1.60 2.78 -1.32  0.82
H 1.32 -0.31 -5.66  0.47
H 0.28 1.71 -6.65  0.41
H -1.09 3.18 -5.25  0.44
H 1.06 -0.79 -3.29  0.12
H -2.74 3.76 -4.33  0.48
H -4.10 5.27 -2.94  0.42
H -4.64 6.15 -0.68  0.44
H -4.30 6.09 1.76  0.41
H -2.66 4.49 2.74  0.50
H -1.41 2.97 1.29  0.49
C 5.21 -3.24 2.39  -0.80
As 3.36 -3.50 2.83  0.45
C 2.92 -5.22 2.10  -1.01
C 3.33 -3.76 4.74  -1.08
S 2.10 -1.96 2.20  -0.46
H 5.82 -4.04 2.83  0.42
H 5.53 -2.27 2.77  0.34
H 5.32 -3.26 1.31  0.10
H 3.47 -6.01 2.61  0.43
H 3.18 -5.23 1.04  0.27
H 1.85 -5.38 2.22  0.33
H 4.00 -4.57 5.02  0.41
H 2.31 -3.98 5.04  0.33
H 3.65 -2.83 5.21  0.34

Entry 5:
Here is a structure of composition C47H38AlBBrO6 from the Open Molecules 2025 dataset. Energies are from ωB97M-V/def2-TZVPD.

Results
Relative energy (zero: lowest compared OMol25 entry of this formula, charge and spin) ... 0.0 kcal/mol
Total energy ... -138964.580 eV
Charge ... -1
F_max ... 0.40 eV/Å
Frontier orbital gap ... 8.09 eV

Last column: Mulliken charge in e.
Element x y z (Å)
Al 1.46 -0.35 -0.71  -2.73
Br 1.97 -2.60 1.88  -0.06
C 3.40 -1.40 2.25  0.69
C 3.88 -1.41 3.53  -0.63
C 5.02 -0.66 3.86  -0.69
C 5.67 0.03 2.87  -0.90
C 5.18 0.04 1.55  0.75
C 5.92 0.70 0.53  -0.83
C 5.46 0.71 -0.75  -1.23
C 4.20 0.13 -1.04  -0.43
C 3.41 -0.50 -0.11  0.56
C 3.97 -0.63 1.21  0.74
H 3.40 -2.03 4.28  0.42
H 5.39 -0.66 4.87  0.41
H 6.58 0.57 3.09  0.34
H 6.85 1.19 0.80  0.33
H 6.03 1.19 -1.53  0.41
H 3.84 0.25 -2.06  0.04
C -3.55 0.64 3.53  -2.00
C -2.29 -0.13 3.22  1.56
C -1.92 -1.09 4.35  -1.77
O -1.22 0.77 2.99  -0.25
C -0.40 0.31 1.91  -0.02
C -1.15 -0.99 1.48  -1.21
O -2.46 -0.81 2.00  -0.31
C -1.12 -1.61 0.05  2.66
O 0.15 -1.47 -0.44  -0.24
C -2.15 -1.12 -1.00  -0.43
C -1.76 -1.21 -2.33  -0.38
C -2.63 -0.89 -3.36  -0.89
C -3.92 -0.46 -3.07  -0.78
C -4.32 -0.37 -1.75  -0.85
C -3.45 -0.70 -0.72  0.12
C -1.41 -3.13 0.21  0.27
C -0.52 -4.05 -0.31  -0.26
C -0.75 -5.41 -0.19  -0.98
C -1.89 -5.87 0.46  -0.66
C -2.79 -4.96 0.98  -1.06
C -2.56 -3.59 0.85  -0.10
C -0.03 1.50 0.99  2.79
O 0.98 1.12 0.12  0.45
C 0.60 2.63 1.84  -0.43
C 1.10 2.46 3.12  -0.25
C 1.78 3.49 3.76  -1.08
C 1.98 4.70 3.13  -0.47
C 1.49 4.88 1.84  -0.94
C 0.81 3.85 1.21  -0.50
C -1.25 2.06 0.25  -0.74
C -1.32 2.01 -1.13  0.09
C -2.40 2.56 -1.82  -0.43
C -3.43 3.17 -1.12  -0.76
C -3.36 3.24 0.27  -1.04
C -2.28 2.70 0.94  -0.25
H -3.40 1.27 4.40  0.39
H -4.37 -0.06 3.73  0.41
H -3.81 1.26 2.67  0.47
H -1.77 -0.53 5.27  0.43
H -0.99 -1.62 4.13  0.30
H -2.71 -1.82 4.50  0.35
H 0.57 -0.03 2.31  0.63
H -0.66 -1.77 2.08  0.50
H -0.77 -1.56 -2.56  0.63
H -2.30 -0.97 -4.39  0.45
H -4.60 -0.19 -3.87  0.38
H -5.32 -0.03 -1.51  0.42
H -3.79 -0.62 0.30  0.35
H 0.38 -3.68 -0.80  0.44
H -0.04 -6.12 -0.60  0.45
H -2.07 -6.94 0.56  0.39
H -3.69 -5.30 1.48  0.44
H -3.27 -2.89 1.25  0.36
H 0.96 1.53 3.65  0.37
H 2.16 3.33 4.77  0.41
H 2.51 5.50 3.63  0.40
H 1.64 5.82 1.33  0.41
H 0.45 3.99 0.20  0.45
H -0.51 1.56 -1.69  0.17
H -2.42 2.51 -2.90  0.48
H -4.27 3.60 -1.65  0.37
H -4.15 3.73 0.83  0.41
H -2.20 2.80 2.02  0.84
O 0.85 0.86 -3.62  -0.45
B 1.47 -0.17 -2.87  1.88
O 1.90 -1.16 -3.79  -0.54
C 1.53 -0.75 -5.03  0.62
C 1.71 -1.38 -6.24  -1.11
C 1.22 -0.72 -7.37  -0.49
C 0.58 0.51 -7.27  -0.55
C 0.41 1.14 -6.04  -1.02
C 0.90 0.48 -4.93  0.75
H 2.21 -2.34 -6.31  0.49
H 1.34 -1.18 -8.35  0.38
H 0.21 0.99 -8.17  0.38
H -0.09 2.09 -5.95  0.48